Entry from the Open Molecules 2025 dataset: 2 unconnected molecules or ions with the total composition C5H13NO (ωB97M-V/def2-TZVPD).

Atoms and positions in Å:
C -0.26122 0.42457 -1.92574
C 0.96891 0.56298 0.31178
N 0.96022 2.00977 0.27589
C 0.80460 -0.16959 -1.01579
O 2.17658 0.13097 0.88364
H 2.34464 0.68235 1.65668
H 1.64264 2.34639 -0.39670
H 0.04973 2.36314 0.01432
H 1.77070 -0.18162 -1.52414
H -1.21403 0.48134 -1.40041
H 0.00715 1.43050 -2.27116
H -0.39613 -0.20162 -2.80441
C -1.63166 -1.83917 0.76527
C -1.44181 -1.08063 1.83815
H 0.10124 0.25083 0.97377
H -2.38311 -1.59715 0.03063
H -1.15065 -2.79610 0.65527
H 0.50262 -1.20749 -0.74788
H -2.04788 -0.20861 2.03416
H -0.80255 -1.40085 2.64669

Forces on atoms 1 to 6 (eV/Å):
C 0.1 0.1 0.1
C -1.2 -0.2 0.6
N 0.2 0.1 0.0
C -0.2 -0.4 0.3
O 0.3 -0.2 0.0
H -0.1 0.0 0.0

The LUMO energy comes out at 1.1 eV. The energy relative to the best compared isomer or geometry (same formula, charge and spin) is 37.3 kcal per mole. Its structure (SMILES) is CC[C@H](N)O.C=C.

These are the Löwdin partial charges, in e, on atoms 1 to 2: C -0.113; C -0.523

Entry from the Open Molecules 2025 dataset: 2 unconnected molecules or ions with the total composition C5H13NO (ωB97M-V/def2-TZVPD).

Atoms and positions in Å:
C 0.96851 2.01198 -0.73277
N 0.62712 0.66458 -0.20741
C -0.62299 0.48529 0.53221
C -0.31665 -0.12454 1.81543
C 0.44567 -1.34435 1.67373
C -0.08234 -2.65776 1.45229
H 0.15311 2.63321 -1.09937
H 1.27118 2.64472 0.09719
H 1.81057 1.87496 -1.47663
H 0.90516 -0.09419 -0.82085
H -1.10917 1.39733 0.71022
H -1.40815 -0.00985 -0.10842
H 0.27658 0.52203 2.55089
H -1.25884 -0.48766 2.18139
H 1.53225 -1.26023 1.87551
H -0.99448 -2.86952 1.93111
H 0.53916 -3.42155 0.99861
H -0.38705 -0.26807 -3.24249
H -1.20240 0.04187 -4.55702
O -1.14723 0.26175 -3.57362

Forces on atoms 1 to 6 (eV/Å):
C 0.6 -1.0 0.2
N 0.2 1.3 -0.7
C 0.5 0.0 -3.0
C 0.0 -0.7 3.0
C 0.8 -5.3 -0.4
C 2.8 4.4 0.7

The LUMO energy comes out at 0.7 eV. The energy relative to the best compared isomer or geometry (same formula, charge and spin) is 79.0 kcal per mole. Its structure (SMILES) is C=CCCNC.O.

These are the Löwdin partial charges, in e, on atoms 1 to 2: C -0.126; N -0.124

Entry from the Open Molecules 2025 dataset: 2 unconnected molecules or ions with the total composition C5H13NO (ωB97M-V/def2-TZVPD).

Atoms and positions in Å:
C 1.50615 -1.51904 0.82207
N 1.68611 -0.48381 -0.20238
C 0.52902 0.24473 -0.55373
C 0.43486 1.55950 -0.35708
C -0.63974 2.48528 -0.86931
C -0.55276 -0.60406 -1.17304
H 1.02077 -1.15184 1.73503
H 0.95470 -2.35238 0.40286
H 2.49999 -1.86315 1.13781
H 2.43543 0.14397 0.06301
H 1.30006 2.04538 0.09064
H -1.35313 2.74286 -0.08646
H -0.19728 3.40322 -1.25141
H -1.19583 2.03145 -1.69218
H -1.00572 -0.06338 -1.99987
H -1.38074 -0.71238 -0.47359
H -0.14138 -1.55976 -1.46356
H -1.24552 -1.20656 1.76664
H -2.67755 -1.31174 2.26055
O -1.97746 -1.82828 1.84400

Forces on atoms 1 to 6 (eV/Å):
C 0.6 0.3 -0.1
N 0.2 0.1 0.3
C -0.2 -0.3 0.0
C 0.3 0.4 -0.4
C 0.1 -0.5 0.0
C -0.2 0.9 0.5

The LUMO energy comes out at 0.8 eV. The energy relative to the best compared isomer or geometry (same formula, charge and spin) is 30.2 kcal per mole. Its structure (SMILES) is C/C=C(\C)NC.O.

These are the Löwdin partial charges, in e, on atoms 1 to 2: C -0.106; N -0.071

Entry from the Open Molecules 2025 dataset: 2 unconnected molecules or ions with the total composition C5H13NO (ωB97M-V/def2-TZVPD).

Atoms and positions in Å:
C 2.17743 0.70943 1.06265
N 1.29003 -0.43936 1.00343
C 0.59105 -0.55691 -0.27029
C -2.40108 1.58785 -1.57625
C -1.30255 0.58381 -1.43031
C -0.50198 0.47554 -0.38169
H 2.53928 0.81637 2.08241
H 1.69052 1.64190 0.79116
H 3.07111 0.58622 0.43018
H 1.81946 -1.27355 1.21234
H 1.29814 -0.47156 -1.11121
H 0.15948 -1.54197 -0.36271
H -2.05392 2.35512 -2.27268
H -2.59942 2.06397 -0.61440
H -3.30068 1.08570 -1.92135
H -1.11873 0.00368 -2.32849
H -0.66268 1.12790 0.46607
H -0.14324 -2.68530 0.99692
H -0.34630 -2.74885 2.49358
O -0.20594 -3.32001 1.73063

Forces on atoms 1 to 6 (eV/Å):
C 0.6 -0.3 0.2
N -0.4 0.1 0.1
C 0.6 0.5 0.0
C 0.5 -0.1 0.5
C 0.2 0.3 -0.2
C -0.2 -0.3 -0.3

The LUMO energy comes out at 1.0 eV. The energy relative to the best compared isomer or geometry (same formula, charge and spin) is 37.4 kcal per mole. Its structure (SMILES) is C/C=C/CNC.O.

These are the Löwdin partial charges, in e, on atoms 1 to 2: C -0.138; N -0.144

Entry from the Open Molecules 2025 dataset: 3 unconnected molecules or ions with the total composition C5H13NO (ωB97M-V/def2-TZVPD).

Atoms and positions in Å:
C 1.17337 -1.13443 -1.11745
N 2.20501 -0.06245 -1.23265
C -1.67219 1.29669 -1.12882
C -0.75886 0.46299 1.70002
C -1.74951 -0.15179 0.85342
C -2.32221 0.43054 -0.30339
H 1.47205 -2.02660 -1.65399
H 0.21087 -0.85832 -1.56140
H 1.05556 -1.29925 -0.05371
H 2.77312 -0.16607 -2.05565
H -2.25640 1.93052 -1.78086
H -0.60227 1.48265 -1.20439
H -0.13939 -0.23570 2.28984
H -1.27893 1.20659 2.31978
H -0.04101 0.99784 1.06308
H -2.21908 -1.06421 1.22164
H -3.35747 0.25101 -0.55935
H 2.65916 0.03893 -0.31139
H 2.80190 -0.64904 2.03404
O 2.04630 -0.44989 1.48124

Forces on atoms 1 to 6 (eV/Å):
C 0.8 1.0 -0.5
N -1.5 -0.2 0.2
C -0.1 0.4 0.4
C 0.9 -0.4 -0.8
C -0.7 -0.3 0.3
C 1.0 0.7 -0.4

The LUMO energy comes out at -3.1 eV. The energy relative to the best compared isomer or geometry (same formula, charge and spin) is 156.1 kcal per mole.

These are the Löwdin partial charges, in e, on atoms 1 to 2: C -0.209; N -0.077

Entry from the Open Molecules 2025 dataset: 2 unconnected molecules or ions with the total composition C5H13NO (ωB97M-V/def2-TZVPD).

Atoms and positions in Å:
C -2.91139 0.85861 1.32946
C -1.90605 1.94222 1.01244
C -0.47359 1.42288 1.27078
C -0.05417 0.74195 -0.06180
C 1.02437 -0.06072 0.10953
N 1.74201 -0.66109 -0.95029
H -3.92947 1.15403 1.14112
H -2.88895 0.43090 2.32749
H -2.72958 0.03769 0.70724
H -1.94815 2.38519 0.02995
H -2.15434 2.81298 1.64442
H 0.32799 2.12325 1.52014
H -0.24327 0.62860 2.03424
H -0.68028 0.84256 -1.00300
H 1.35587 -0.28456 1.14321
H 1.65261 -0.23398 -1.92600
H 2.73415 -0.58915 -0.62258
H 1.39612 -3.42214 -1.91455
H 2.66183 -3.00400 -1.63222
O 2.27204 -3.46043 -2.34499

Forces on atoms 1 to 6 (eV/Å):
C -0.5 0.4 -0.1
C 0.5 0.9 2.9
C 0.4 -1.0 -1.5
C 0.8 -1.0 1.2
C -1.7 1.0 -1.7
N 1.8 0.2 -0.2

The LUMO energy comes out at 0.8 eV. The energy relative to the best compared isomer or geometry (same formula, charge and spin) is 52.8 kcal per mole. Its structure (SMILES) is CCC/C=C/N.O.

These are the Löwdin partial charges, in e, on atoms 1 to 2: C -0.117; C -0.272

Entry from the Open Molecules 2025 dataset: 2 unconnected molecules or ions with the total composition C5H13NO (ωB97M-V/def2-TZVPD).

Atoms and positions in Å:
C -0.73217 0.25508 -2.23302
N -1.03826 0.41406 -0.81611
C -0.06453 0.58116 0.18741
C -0.31891 0.23989 1.46012
C 0.48472 0.63031 2.66189
C 1.07846 1.45326 -0.24929
H -0.15958 -0.66823 -2.41280
H 0.01346 1.01265 -2.47315
H -1.57826 0.31829 -2.90585
H -1.74038 -0.25235 -0.53156
H -1.21285 -0.32054 1.70905
H 0.74225 -0.33371 3.14072
H -0.01645 1.16034 3.47111
H 1.47545 1.03257 2.45704
H 1.54840 1.88292 0.63171
H 1.92885 0.94872 -0.72112
H 0.72878 2.24188 -0.90699
H -0.06931 -2.10187 -0.64764
H 0.95410 -3.04932 -0.07712
O 0.27592 -3.00015 -0.71974

Forces on atoms 1 to 6 (eV/Å):
C 2.0 -0.2 0.6
N -0.9 -0.7 -0.1
C -0.4 0.7 -0.4
C 0.2 0.6 -0.1
C 0.9 -1.9 0.5
C 0.7 -0.1 0.7

The LUMO energy comes out at 0.9 eV. The energy relative to the best compared isomer or geometry (same formula, charge and spin) is 35.5 kcal per mole. Its structure (SMILES) is C/C=C(\C)NC.O.

These are the Löwdin partial charges, in e, on atoms 1 to 2: C -0.103; N -0.069

Entry from the Open Molecules 2025 dataset: a single C5H13NO molecule (ωB97M-V/def2-TZVPD).

Atoms and positions in Å:
C 0.08321 0.41544 -1.34511
N 0.38058 -0.97537 -1.07839
C 1.31717 -1.29592 -0.04725
O 1.47973 -2.70762 0.05207
C 0.23960 1.38913 -0.17862
C -0.74255 1.30672 1.03842
C -1.77213 0.20172 0.98477
H 0.67280 0.80242 -2.18548
H -0.94702 0.42862 -1.72385
H -0.39359 -1.61214 -1.12930
H 1.03365 -0.95960 0.95570
H 2.28623 -0.81955 -0.25865
H 2.20992 -2.95765 -0.53487
H 0.16128 2.37957 -0.62464
H 1.28425 1.35081 0.10846
H -0.04198 1.08500 1.85695
H -1.07479 2.32246 1.23891
H -2.61335 0.40306 1.61660
H -2.14412 0.02701 -0.03405
H -1.41890 -0.78413 1.28831

Forces on atoms 1 to 6 (eV/Å):
C -0.8 -0.1 -0.3
N 0.5 -0.1 -0.3
C 0.5 -0.4 0.2
O 0.4 0.3 -0.2
C -0.4 0.3 -0.6
C 2.4 -0.5 0.0

The LUMO energy comes out at 1.0 eV. The energy relative to the best compared isomer or geometry (same formula, charge and spin) is 33.9 kcal per mole. Its structure (SMILES) is CCCCNCO.

These are the Löwdin partial charges, in e, on atoms 1 to 2: C -0.251; N -0.054

Entry from the Open Molecules 2025 dataset: 2 unconnected molecules or ions with the total composition C5H13NO (ωB97M-V/def2-TZVPD).

Atoms and positions in Å:
C 1.08182 -0.06610 0.70891
N -1.03366 -0.73994 -1.11806
C -0.13022 0.30443 -1.42638
C 0.69017 0.80394 -0.46679
C 1.26491 2.19686 -0.61097
C -0.25752 1.02630 -2.75181
H 2.02745 0.16215 1.19161
H 0.39188 0.08014 1.56619
H 0.86254 -1.08314 0.38621
H -1.31754 -0.68329 -0.14579
H -1.91498 -0.58660 -1.58644
H 2.01405 2.30156 0.17008
H 1.70455 2.32124 -1.59709
H 0.58507 3.03093 -0.38460
H 0.71976 0.94625 -3.23282
H -0.52749 2.07831 -2.70337
H -0.93449 0.37983 -3.33122
H -1.41145 -4.11290 5.83177
H -1.79576 -4.47994 4.39618
O -2.01907 -3.88003 5.10440

Forces on atoms 1 to 6 (eV/Å):
C -2.1 0.6 0.6
N -0.3 -0.3 -0.1
C 0.2 2.2 1.7
C 0.0 -0.3 -0.7
C 0.4 -0.6 0.6
C 0.0 -1.7 0.1

The LUMO energy comes out at 0.9 eV. The energy relative to the best compared isomer or geometry (same formula, charge and spin) is 37.9 kcal per mole. Its structure (SMILES) is CC(C)=C(C)N.O.

These are the Löwdin partial charges, in e, on atoms 1 to 2: C -0.075; N 0.066

Entry from the Open Molecules 2025 dataset: 2 unconnected molecules or ions with the total composition C5H13NO (ωB97M-V/def2-TZVPD).

Atoms and positions in Å:
C 2.34299 0.60017 0.31370
C 2.35583 -0.87277 0.83712
H 1.78937 1.22144 1.01089
H 3.38180 0.85809 0.13896
H 1.84961 0.49936 -0.65483
H 2.90859 -1.50479 0.13840
H 1.35116 -1.23505 1.00357
H 2.96609 -0.88709 1.75169
C -1.64704 0.70976 -0.42758
C -0.96665 0.85595 -1.80100
C -1.64948 -0.70842 0.10792
O -1.08831 -1.60596 -0.48545
N -2.35151 -0.92860 1.25853
H -1.19088 1.36142 0.31354
H -2.67108 1.03783 -0.59255
H -0.68316 1.89328 -1.92485
H -2.42473 -1.88091 1.57390
H -2.47218 -0.18702 1.92571
H -1.69617 0.57318 -2.56272
H -0.10424 0.20012 -1.92494

Forces on atoms 1 to 6 (eV/Å):
C -0.2 -2.3 -0.3
C 1.1 1.1 0.3
H 0.2 0.4 -0.2
H 0.0 0.7 0.2
H -0.1 0.8 0.0
H -0.4 -0.1 -0.1

The LUMO energy comes out at 0.9 eV. The energy relative to the best compared isomer or geometry (same formula, charge and spin) is 5.6 kcal per mole. Its structure (SMILES) is CCC(N)=O.CC.

These are the Löwdin partial charges, in e, on atoms 1 to 2: C -0.150; C -0.160